The following is a DFT calculation (ωB97M-V/def2-TZVPD) of a structure of composition C21H35Br3Cl2CsLiMgN6O16S3 at a distorted geometry.

- gap between HOMO and LUMO (eV) = 5.1
- total charge = +2
- lowest unoccupied orbital energy (eV) = -7.018

XYZ file:
```
89
Properties=species:S:1:pos:R:3:forces:R:3:lowdin_charge:R:1
H -0.025446 -5.119893 8.149462 -0.009 -0.031 0.011 0.08
H 4.948231 0.734910 -0.688560 -0.002 -0.017 0.024 0.15
H 8.220278 1.559896 6.885186 -0.140 0.039 -0.134 0.03
H -1.938641 -6.112799 5.293714 0.011 -0.007 0.034 0.09
O 1.046311 -1.553521 -9.356924 0.023 -0.020 0.349 0.12
H 3.034757 -2.696193 -5.001093 0.082 0.073 -0.096 0.10
N -0.780950 4.272970 2.336725 -0.175 0.206 0.047 0.07
H 1.313615 -2.109382 -8.602127 -0.004 -0.076 -0.031 0.12
H 4.271484 -2.680665 -1.522442 0.014 -0.153 -0.020 0.13
H 0.094276 0.768769 -1.835978 0.104 0.234 -0.033 0.09
H -2.412987 -0.147526 1.453950 -0.062 0.565 -0.916 0.10
O 5.942870 1.564289 3.021922 -0.317 0.230 -0.086 -0.01
N -0.416474 3.876202 1.060421 0.142 -0.100 0.225 0.08
H -2.474639 -4.321738 8.344712 -0.010 -0.032 0.012 0.08
O 7.017577 3.347393 3.595322 -0.641 0.648 -2.598 -0.40
Li 8.279479 4.937137 3.533190 -0.404 -0.913 0.104 0.82
S -5.389785 1.610063 -1.192104 -1.314 -0.550 -2.570 0.58
H 5.693174 -3.866541 -3.174522 0.085 0.006 -0.147 0.09
O -6.165127 2.379475 -2.096608 -0.053 0.877 0.183 -0.24
C -4.823660 2.826975 0.102008 2.481 1.743 1.142 -0.74
C -0.709506 1.712422 -7.459855 0.014 -0.059 0.451 -0.23
C -0.219091 3.463883 3.161371 -0.542 0.521 -0.567 -0.16
H 6.265674 -2.210509 -2.929774 0.088 -0.032 -0.152 0.08
C 0.462106 -0.479748 -8.833407 -0.041 0.069 -0.411 -0.23
O -1.269293 2.792472 -6.936787 0.011 0.045 -0.349 0.12
C -0.250936 1.081579 -0.854300 -0.585 -0.229 0.753 -0.41
Br -10.076557 0.621987 4.192016 0.042 0.060 -0.038 0.57
O 7.506581 2.318783 1.750855 -0.058 0.318 -0.100 -0.04
H 4.952535 1.452654 0.827150 0.274 0.020 0.137 0.12
H -0.556220 -1.047678 -0.698085 -0.217 1.299 0.453 0.03
S -3.996004 -0.644652 -1.897118 0.531 -1.193 -2.517 0.50
H 9.245058 2.915560 7.408739 -0.032 0.055 -0.001 0.03
C 8.238919 2.611725 7.142276 0.323 0.459 0.453 -0.95
C -10.663595 2.445847 3.990976 -0.149 -0.221 0.172 -1.63
H -3.438386 -4.145668 6.868791 0.025 0.043 0.019 0.08
H -0.339911 3.563359 4.226304 0.426 -0.519 0.105 0.14
H -0.560787 -6.549243 7.249332 -0.087 0.031 0.079 0.09
Br -11.312184 3.183037 5.632286 0.111 -0.017 -0.094 0.64
C -0.664280 1.658721 -8.962918 0.139 -0.280 -0.418 -0.31
Br -9.268046 3.552228 3.226810 0.333 0.049 -0.178 0.57
C 0.332475 2.848319 1.229681 0.037 -0.446 -0.581 -0.69
Cl 7.179575 2.884780 8.523917 0.046 -0.031 -0.062 0.54
H 0.634586 -5.473133 6.544321 0.008 0.051 0.020 0.08
C 5.435612 -2.814885 -3.297863 -0.048 -0.110 0.447 -0.06
H 5.282576 -2.606559 -4.350376 -0.069 0.017 0.011 0.08
C -2.340715 -0.009818 0.340609 0.149 -2.059 -0.056 -0.26
O 2.128756 -1.851702 -2.164291 0.015 0.141 0.289 -0.01
C -3.290321 -1.149950 -0.315559 0.831 0.849 0.560 -0.42
O -6.285543 0.662886 -0.424730 1.195 0.991 2.544 -0.37
C -0.211305 0.722091 -6.705003 0.137 -0.157 0.040 0.07
O -2.934649 -0.989223 -2.808710 1.056 0.834 0.418 -0.31
H -1.050839 -3.655154 6.384108 -0.016 -0.016 -0.184 0.13
C 3.048283 -2.048006 -2.956339 -0.129 -0.051 -0.092 -0.55
C -2.647047 -4.725074 7.346658 -0.110 0.180 -0.091 -0.06
C 0.392804 -0.436449 -7.333310 -0.191 0.257 0.320 -0.31
Mg -6.095578 1.876855 1.609616 0.258 -0.722 -0.873 1.24
H -3.014213 -5.749559 7.444929 0.097 -0.029 0.064 0.09
H -1.546567 3.344839 -7.694439 -0.055 0.042 0.019 0.13
H -11.482929 2.445196 3.285509 0.066 0.020 -0.077 -0.02
O 0.850897 -1.375825 -6.701562 0.094 -0.099 -0.300 0.08
H 0.005269 0.484645 -10.669800 -0.001 -0.031 0.001 0.14
H -4.038157 -1.553914 0.411942 0.279 0.544 -0.683 0.10
O 0.495662 2.500014 2.530491 0.079 0.113 0.546 0.03
C -0.790215 -0.142995 -0.064038 -0.205 0.664 -0.074 -0.38
O -5.108951 3.977557 -0.054292 -0.895 0.270 -1.028 0.13
Cs -1.412472 -2.769287 0.816079 2.409 -3.624 3.190 1.47
C 2.890764 -1.779334 -4.429859 -0.025 0.037 0.233 -0.01
C -0.037090 0.505891 -9.590084 -0.053 0.124 -0.008 0.08
H -0.241416 0.748144 -5.624826 -0.077 0.008 -0.002 0.13
N 4.831483 1.615144 -0.185304 -0.036 0.048 0.183 0.33
H -0.203954 -0.180362 0.893940 -0.387 -0.254 -0.885 0.07
H -2.761771 0.945289 0.052133 0.236 0.135 0.223 0.06
H 5.533500 2.285822 -0.504105 0.119 -0.052 0.147 0.15
O -1.648599 -5.199183 5.198119 0.073 0.386 -0.265 -0.07
N -4.197156 0.967595 -2.009461 -0.087 -0.757 2.229 -0.28
H 3.894137 1.986793 -0.361915 -0.112 -0.054 0.006 0.08
C -1.377819 -4.688903 6.510237 -0.163 -0.601 0.333 -0.50
O -4.186746 2.467438 1.237369 -2.417 -2.056 -0.605 -0.17
C -0.267230 -5.500678 7.156973 0.182 0.083 -0.113 -0.06
N 6.816412 2.404085 2.782414 0.080 -0.212 -0.684 -0.60
H 1.888736 -1.413459 -4.618626 -0.025 -0.052 0.029 0.06
N 4.241835 -2.520059 -2.517248 -0.073 0.300 -0.121 0.00
H -1.030430 1.836817 -0.933931 0.100 0.045 -0.354 0.08
H -2.596267 -2.000136 -0.578364 -2.973 2.208 -1.811 -0.14
O -1.149242 2.581078 -9.585405 -0.073 0.192 0.261 0.13
S 1.138358 1.890269 0.001294 0.331 0.055 -0.150 0.97
H 3.605098 -1.022195 -4.757752 0.068 -0.114 -0.113 0.09
O -5.161360 -1.420121 -2.179087 -0.894 0.309 1.241 -0.28
Cl 7.701344 3.527836 5.705023 0.751 -0.514 2.564 0.64
```
Forces are in eV/Å.